{"formula": "C22H47FN9O17", "method": "the ωB97M-V functional and the def2-TZVPD basis", "species": ["C", "C", "O", "N", "C", "C", "O", "C", "C", "C", "F", "C", "C", "C", "C", "N", "O", "C", "C", "C", "C", "H", "H", "H", "H", "H", "H", "H", "H", "H", "H", "H", "H", "H", "H", "H", "H", "H", "H", "H", "H", "H", "H", "H", "H", "H", "H", "C", "N", "O", "O", "H", "H", "H", "C", "N", "O", "O", "H", "H", "H", "C", "N", "O", "O", "H", "H", "H", "C", "N", "O", "O", "H", "H", "H", "C", "N", "O", "O", "H", "H", "H", "C", "N", "O", "O", "H", "H", "H", "C", "N", "O", "O", "H", "H", "H"], "positions_angstrom": [[-0.11, -2.33, 2.61], [0.14, -1.22, 1.62], [1.16, -1.16, 0.98], [-0.91, -0.25, 1.52], [-0.64, 0.96, 2.25], [-1.57, 1.25, 3.39], [0.32, 1.64, 2.02], [-1.49, -0.08, 0.13], [-1.79, -1.48, -0.43], [-2.74, -2.39, 0.36], [-3.27, -1.84, 1.53], [-0.42, 0.57, -0.82], [-0.76, 1.86, -1.62], [-0.31, 1.64, -3.08], [0.01, 3.12, -1.12], [-2.22, 2.13, -1.65], [-2.85, 1.47, -2.56], [-2.94, 2.10, -0.35], [-4.43, 2.39, -0.64], [-2.48, 3.18, 0.64], [-2.84, 0.67, 0.23], [-0.60, -3.17, 2.12], [0.85, -2.64, 3.03], [-0.75, -1.96, 3.41], [-1.02, 0.95, 4.28], [-1.80, 2.31, 3.47], [-2.47, 0.63, 3.34], [-0.86, -2.02, -0.64], [-2.25, -1.29, -1.41], [-3.59, -2.67, -0.27], [-2.24, -3.33, 0.61], [0.48, 0.76, -0.24], [-0.14, -0.19, -1.55], [0.78, 1.70, -3.11], [-0.73, 2.40, -3.74], [-0.59, 0.65, -3.45], [-0.68, 3.93, -0.90], [0.62, 2.90, -0.24], [0.67, 3.50, -1.89], [-4.49, 3.25, -1.32], [-4.94, 1.54, -1.09], [-4.93, 2.65, 0.29], [-3.03, 3.02, 1.57], [-2.74, 4.17, 0.25], [-1.42, 3.14, 0.87], [-3.58, 0.08, -0.32], [-3.19, 0.70, 1.26], [-2.50, -7.51, -0.83], [-2.37, -6.07, -0.45], [-1.26, -5.65, -0.18], [-3.39, -5.41, -0.43], [-1.51, -7.96, -0.80], [-3.17, -7.97, -0.11], [-2.93, -7.53, -1.83], [3.43, 0.35, 3.11], [4.01, -0.67, 4.03], [4.63, -0.28, 5.00], [3.84, -1.84, 3.75], [3.67, 1.33, 3.51], [3.87, 0.20, 2.13], [2.36, 0.19, 3.08], [2.64, 3.15, -5.71], [1.96, 4.09, -4.78], [2.17, 3.96, -3.59], [1.22, 4.92, -5.27], [3.25, 2.48, -5.13], [1.86, 2.63, -6.26], [3.23, 3.75, -6.40], [1.96, 0.57, 7.32], [0.76, 0.96, 6.53], [-0.32, 0.87, 7.05], [0.96, 1.33, 5.39], [1.64, 0.25, 8.30], [2.45, -0.23, 6.77], [2.61, 1.44, 7.37], [7.35, -1.73, 4.09], [8.57, -1.81, 3.23], [8.42, -1.86, 2.03], [9.64, -1.82, 3.81], [6.48, -1.74, 3.44], [7.36, -2.60, 4.75], [7.41, -0.82, 4.66], [4.72, 1.56, -10.23], [4.07, 2.55, -9.33], [4.28, 2.46, -8.13], [3.36, 3.38, -9.85], [5.31, 0.88, -9.62], [3.93, 1.03, -10.76], [5.34, 2.12, -10.92], [-6.48, -2.47, 0.70], [-7.53, -2.10, -0.28], [-8.68, -2.08, 0.11], [-7.16, -1.84, -1.40], [-6.95, -2.68, 1.65], [-5.97, -3.35, 0.31], [-5.78, -1.64, 0.78]], "lowdin_spin": [0.000, 0.000, 0.001, 0.000, 0.000, 0.000, 0.000, 0.001, 0.002, 0.000, 0.001, 0.018, 0.026, -0.001, 0.004, 0.383, 0.514, 0.026, 0.000, 0.001, 0.017, 0.000, 0.000, 0.000, 0.000, 0.000, 0.000, 0.000, 0.001, 0.000, 0.000, 0.001, 0.002, 0.000, 0.000, 0.000, 0.002, 0.000, 0.000, 0.000, -0.001, 0.000, 0.000, 0.001, 0.000, 0.002, 0.001, 0.000, 0.000, 0.000, 0.000, 0.000, 0.000, 0.000, 0.000, 0.000, 0.000, 0.000, 0.000, 0.000, 0.000, 0.000, 0.000, 0.000, 0.000, 0.000, 0.000, 0.000, 0.000, 0.000, 0.000, 0.000, 0.000, 0.000, 0.000, 0.000, 0.000, 0.000, 0.000, 0.000, 0.000, 0.000, 0.000, 0.000, 0.000, 0.000, 0.000, 0.000, 0.000, 0.000, 0.000, 0.000, 0.000, 0.000, 0.000, 0.000], "multiplicity": 2, "energy_ha": -2737.46145, "s2": 0.7541, "homo_lumo_gap_ev": [7.787, 8.833], "homo_ev": [-8.064, -9.110]}

---

{"formula": "C18H22N2O2", "method": "the ωB97M-V functional and the def2-TZVPD basis", "species": ["C", "C", "C", "O", "C", "C", "C", "C", "C", "O", "N", "C", "C", "C", "C", "N", "C", "C", "C", "C", "C", "C", "H", "H", "H", "H", "H", "H", "H", "H", "H", "H", "H", "H", "H", "H", "H", "H", "H", "H", "H", "H", "H", "H"], "positions_angstrom": [[-2.09, -0.20, -3.29], [-3.40, 0.23, -2.65], [-4.58, 0.02, -3.60], [-3.69, -0.54, -1.49], [-3.04, -0.31, -0.32], [-3.36, -1.19, 0.72], [-2.76, -1.05, 1.96], [-1.82, -0.05, 2.18], [-1.22, 0.09, 3.53], [-1.88, 0.03, 4.55], [0.12, 0.35, 3.60], [1.10, 0.26, 2.60], [2.18, 1.13, 2.63], [3.17, 1.06, 1.67], [3.13, 0.12, 0.64], [4.08, 0.09, -0.35], [4.13, -1.04, -1.26], [5.30, 0.85, -0.19], [2.05, -0.78, 0.65], [1.06, -0.71, 1.61], [-1.52, 0.83, 1.15], [-2.12, 0.71, -0.09], [-1.88, 0.41, -4.16], [-1.26, -0.10, -2.58], [-2.15, -1.24, -3.59], [-3.36, 1.30, -2.37], [-5.50, 0.33, -3.12], [-4.65, -1.03, -3.85], [-4.43, 0.60, -4.51], [-4.08, -1.96, 0.53], [-3.02, -1.72, 2.76], [0.44, 0.60, 4.52], [2.25, 1.87, 3.41], [3.99, 1.76, 1.75], [4.29, -1.99, -0.73], [4.94, -0.89, -1.97], [3.20, -1.10, -1.82], [5.85, 0.57, 0.71], [5.94, 0.70, -1.05], [5.06, 1.92, -0.13], [1.97, -1.55, -0.10], [0.26, -1.43, 1.59], [-0.82, 1.64, 1.32], [-1.87, 1.42, -0.85]], "mulliken_charge": [-1.199, 0.536, -1.545, -0.438, 0.859, -0.558, -0.670, -0.149, -0.021, -0.673, -0.089, -0.204, -1.056, -0.224, 1.097, 0.038, -1.062, -1.111, -0.552, -0.347, -0.396, -0.077, 0.370, 0.337, 0.331, 0.273, 0.377, 0.346, 0.413, 0.429, 0.406, 0.254, 0.386, 0.335, 0.354, 0.325, 0.299, 0.362, 0.334, 0.322, 0.333, 0.471, 0.399, 0.382], "multiplicity": 1, "smiles": "CC(C)Oc1ccc(C(=O)Nc2ccc(N(C)C)cc2)cc1", "energy_ha": -959.10343, "e_above_lowest_ev": 1.817, "homo_lumo_gap_ev": 8.030, "homo_ev": -7.380}

---

{"formula": "C3H6NO2", "method": "the ωB97M-V functional and the def2-TZVPD basis", "species": ["C", "C", "N", "H", "H", "H", "H", "H", "O", "C", "O", "H"], "positions_angstrom": [[-0.96, -0.83, -0.26], [-0.35, -1.46, 1.92], [-1.00, -1.77, 0.89], [0.10, -0.69, -0.45], [-1.36, -1.45, -1.06], [-1.58, 0.04, -0.12], [-0.67, -1.98, 2.82], [0.26, -0.55, 2.00], [1.41, 2.04, -2.66], [1.37, 2.17, -1.42], [0.44, 1.89, -0.65], [2.34, 2.56, -1.00]], "mulliken_charge": [-0.678, -0.242, -0.513, 0.369, 0.263, 0.262, 0.241, 0.282, -0.654, -0.026, -0.609, 0.304], "multiplicity": 1, "total_charge": -1, "energy_ha": -323.15221, "e_above_lowest_ev": 1.797, "homo_lumo_gap_ev": 7.855, "homo_ev": -3.954}

---

{"formula": "C3H3N3O", "method": "the ωB97M-V functional and the def2-TZVPD basis", "species": ["O", "C", "N", "C", "N", "C", "N", "H", "H", "H"], "positions_angstrom": [[-1.76, 1.97, -0.31], [-0.59, 1.77, -0.48], [0.07, 0.50, -0.17], [-0.74, -0.50, 0.20], [-0.20, -1.65, 0.51], [1.15, -1.45, 0.37], [1.67, -0.35, -0.01], [0.06, 2.54, -0.91], [-1.82, -0.36, 0.22], [1.96, -2.17, 0.55]], "mulliken_charge": [-0.455, 0.056, -0.034, 0.020, -0.572, 0.127, -0.300, 0.387, 0.412, 0.359], "multiplicity": 1, "energy_ha": -355.54711, "e_above_lowest_ev": 2.524, "homo_lumo_gap_ev": 10.499, "homo_ev": -10.570}